The following is a quantum chemistry calculation of an isolated molecule of C5H8N2, from OMol25.

The value obtained for the LUMO energy is 0.67 eV. The calculation puts the strongest force on any atom at 1.15 eV Å⁻¹. The energy relative to the best compared isomer or geometry (same formula, charge and spin) comes out at 95.0 kcal/mol. The calculation puts the electronic energy at -304.6840 Eh. The HOMO energy comes out at -0.2934 hartree.

Each atom is followed by the atoms it is bonded to, with distances in Å.
Cartesian coordinates (Å):
1 C -1.86648 -0.20655 0.59230  N3 1.474, H8 1.093, H9 1.089, H10 1.092
2 C 0.06263 1.25886 0.54119  N3 1.535, C4 1.478, H11 1.091
3 N -0.40429 -0.18441 0.77917  C1 1.474, C2 1.535, C4 1.512, H12 1.021
4 C 0.72824 0.14440 -0.16636  C2 1.478, N3 1.512, C5 1.512, C6 1.470
5 C 0.63916 -0.12569 -1.65170  C4 1.512, H13 1.092, H14 1.095, H15 1.096
6 C 2.01636 -0.25894 0.41486  C4 1.470, N7 1.159
7 N 3.06370 -0.38564 0.89585  C6 1.159
8 H -2.23514 0.67422 1.12363  C1 1.093
9 H -2.13078 -0.08548 -0.45694  C1 1.089
10 H -2.30539 -1.11412 1.01199  C1 1.092
11 H 0.61069 1.54491 1.43987  C2 1.091
12 H -0.07504 -0.75023 1.56259  N3 1.021
13 H -0.37414 0.04163 -2.02164  C5 1.092
14 H 1.30108 0.58575 -2.15747  C5 1.095
15 H 0.96940 -1.13870 -1.90735  C5 1.096

The natural (NBO) scheme yields these atomic charges, measured in e: -0.3931 -0.3900 -0.4178 -0.0169 -0.6113 0.2376 -0.3082 0.2288 0.2216 0.1960 0.1633 0.4036 0.2279 0.2408 0.2177